{
  "formula": "C34H47NO5S2",
  "method": "ωB97M-V with the def2-TZVPD basis set",
  "total_charge": 0,
  "smiles": "CCN(CC)C(=S)SCCCc1ccc2c(c1CCCCCCCCCCOC)C(=O)c1c(COO)cccc1C2=O",
  "gap_ev": 7.83,
  "e_tot_ha": -2550.937834,
  "species": ["C", "C", "H", "C", "C", "H", "N", "H", "H", "C", "C", "C", "H", "C", "C", "H", "C", "O", "H", "H", "H", "O", "H", "H", "H", "H", "H", "H", "C", "C", "H", "C", "H", "C", "C", "H", "C", "H", "H", "H", "H", "H", "H", "C", "H", "C", "C", "H", "H", "H", "H", "H", "C", "H", "O", "H", "C", "S", "H", "H", "C", "S", "H", "C", "C", "C", "H", "C", "H", "H", "O", "H", "C", "C", "H", "H", "C", "C", "H", "H", "O", "C", "H", "H", "H", "C", "C", "H", "C"],
  "coordinates": [[1.691, 0.795, 2.278], [-2.017, 0.707, 3.266], [4.655, 0.377, -2.610], [-3.239, 2.119, -3.458], [2.125, -2.880, -1.831], [1.076, 5.284, 0.709], [-2.624, 3.055, -2.504], [3.747, 1.963, 1.188], [1.591, -1.942, -1.992], [4.727, 0.355, 0.200], [-3.659, -2.603, 3.623], [-0.664, 0.358, 3.115], [3.440, -3.575, -3.425], [-2.930, -0.217, 3.995], [-4.295, 3.929, -0.799], [-4.689, -2.300, 3.741], [-3.246, 2.873, -1.159], [-3.818, 0.163, 4.716], [-5.293, 2.247, -2.830], [-3.682, 1.875, -1.094], [0.560, -2.490, -3.955], [0.719, -1.126, 4.404], [-5.074, 1.833, -4.503], [1.453, 0.500, 0.131], [-0.344, 4.982, 1.670], [3.240, 1.741, -0.473], [-3.940, 4.635, -0.051], [5.556, 1.011, -0.072], [2.238, 0.403, 0.878], [-1.228, 2.916, -2.410], [0.809, 2.706, 0.010], [-0.267, 2.330, 1.796], [-4.072, -4.674, 3.218], [-0.945, -3.343, 3.297], [3.785, -1.488, -3.181], [-3.520, 2.184, 2.827], [-1.602, 2.676, 2.000], [-2.451, 2.881, -0.425], [4.051, -1.594, -0.378], [1.607, 3.249, 1.456], [5.611, -1.123, -1.029], [-4.644, 4.466, -1.675], [-3.208, 1.088, -3.100], [-1.306, -2.023, 3.588], [1.474, -4.921, -1.613], [0.636, 3.215, 0.961], [0.184, 4.663, 0.769], [1.102, -2.905, 2.768], [3.020, 0.155, -2.015], [-2.698, 2.196, -4.397], [-0.160, -3.780, -4.915], [-1.992, 3.589, 1.578], [-3.310, -3.918, 3.337], [-4.816, 3.533, -3.966], [1.225, -4.435, -3.546], [4.641, -1.569, -3.852], [-0.741, 5.015, -0.401], [-0.252, 4.375, -2.028], [0.145, -6.292, 3.055], [5.025, -0.141, 1.129], [1.185, -4.043, -2.188], [-0.403, 1.575, -2.818], [-1.744, -5.298, 2.908], [3.484, 1.208, 0.448], [-2.488, 1.883, 2.719], [0.233, 1.159, 2.387], [-1.780, 4.786, -0.207], [-1.975, -4.273, 3.164], [2.936, -1.205, -3.810], [1.898, -0.035, 2.936], [0.958, -5.994, 2.621], [2.544, -0.638, 0.963], [4.594, -0.771, -0.838], [-0.286, -0.943, 3.761], [0.158, -3.783, -1.910], [0.920, -4.170, 4.000], [-4.701, 2.483, -3.715], [3.974, -0.347, -2.156], [2.242, 1.643, 2.691], [-5.172, 3.433, -0.381], [0.599, -4.731, 2.057], [0.496, -3.746, 3.092], [1.507, -3.311, -5.233], [4.255, -3.184, -1.929], [-0.716, 6.098, -0.515], [-2.651, -1.658, 3.736], [3.455, -2.868, -2.598], [2.307, -2.930, -0.757], [0.766, -3.441, -4.445]],
  "mulliken_charge": [-1.50, 1.05, 0.43, -0.59, -0.07, 0.41, 0.17, 0.67, 0.06, -1.56, -0.90, 0.01, 0.60, -0.24, -1.57, 0.50, 0.11, -0.57, 0.30, 0.57, 0.21, -0.59, 0.43, 0.39, 0.48, 0.36, 0.40, 0.48, -0.04, -0.04, -0.12, 0.87, 0.41, 1.33, -0.99, 0.51, -0.20, -0.29, 0.22, 0.44, 0.37, 0.36, 0.38, 0.26, 0.33, 0.56, -1.59, 0.11, -0.07, 0.57, 0.28, 0.40, -0.92, 0.32, -0.44, 0.35, 0.19, -0.17, 0.34, 0.34, -0.76, -0.15, 0.18, -0.83, -1.59, -0.66, -0.51, -0.84, 0.33, 0.84, -0.40, 0.19, -0.40, -0.16, 0.41, 0.36, -1.32, -0.03, 0.73, 0.37, -0.17, -0.39, 0.27, 0.42, 0.51, 0.71, -0.80, 0.22, -0.61]
}